No. 1
10
Properties=species:S:1:pos:R:3:forces:R:3 method="wB97M-V/def2-TZVPD" homo_lumo_gap_ev="8.151 / 6.507" charge=0
C 0.684 0.438 -0.072 -1.584 1.602 -0.131
C -0.645 0.224 0.543 -2.322 -0.243 1.418
N 1.258 1.623 0.527 2.627 0.584 1.119
N 0.780 2.403 1.242 -0.205 -0.196 -0.192
S -3.095 1.462 1.867 0.854 0.259 -0.535
S -1.537 1.891 0.711 -0.923 -1.299 0.107
H 1.281 -0.414 -0.145 1.464 -1.060 0.585
H 0.643 0.824 -1.072 -0.662 -0.248 -1.071
H -1.242 -0.442 -0.145 0.328 0.662 1.129
H -0.690 -0.076 1.678 0.422 -0.061 -2.430

No. 2
10
Properties=species:S:1:pos:R:3:forces:R:3 method="wB97M-V/def2-TZVPD" homo_lumo_gap_ev=8.533 charge=0
C 2.132 -0.925 -0.184 -2.633 4.363 1.794
N 0.894 -0.578 0.222 2.896 -0.705 -2.030
S 0.414 1.106 0.248 0.701 0.302 -0.085
C -1.341 1.376 -0.110 -1.025 2.467 -0.506
N -2.373 0.669 -0.076 -0.068 0.184 -0.696
S -2.332 -0.959 0.100 1.541 -1.348 1.630
H 3.034 -0.189 -0.325 -1.916 -1.238 -0.061
H 2.299 -1.956 -0.224 0.345 -1.462 0.038
H -1.682 2.500 -0.417 1.999 -2.269 0.967
H -1.044 -1.044 0.765 -1.839 -0.293 -1.052

No. 3
10
Properties=species:S:1:pos:R:3:forces:R:3 method="wB97M-V/def2-TZVPD" homo_lumo_gap_ev=8.521 smiles="[H]/N=C(/N)SC=S" charge=0
H 1.064 -1.135 0.619 0.170 2.254 1.251
N 0.945 -0.193 1.126 -0.150 -0.981 -0.574
C 0.303 0.627 0.394 0.392 -0.202 1.025
N 0.006 1.949 0.753 0.202 -0.104 2.454
S -0.224 0.214 -1.240 -0.499 -0.875 -0.751
C -0.330 -1.585 -1.203 0.989 0.269 2.505
S -1.065 -2.356 -2.388 0.115 -0.352 -0.053
H -0.079 2.186 1.797 0.772 -1.050 -2.074
H -0.774 2.394 0.327 -0.491 -0.065 -0.868
H 0.153 -2.099 -0.185 -1.500 1.107 -2.914

No. 4
10
Properties=species:S:1:pos:R:3:forces:R:3 method="wB97M-V/def2-TZVPD" homo_lumo_gap_ev=7.985 charge=0
N 2.312 -0.066 0.553 0.290 0.462 1.554
N 1.779 -0.948 -0.334 0.919 -1.229 1.042
C 0.537 -1.067 -0.517 -0.814 0.825 -0.792
C -0.555 -0.111 -0.211 1.168 -0.179 1.136
S -1.984 -0.648 0.273 -1.070 -0.309 -0.018
S -0.189 1.576 -0.138 -0.061 0.585 -0.318
H 1.720 0.147 1.409 0.712 -0.243 -1.556
H 3.222 -0.439 0.877 -0.900 0.410 -0.509
H 0.204 -1.956 -1.018 -0.028 -0.208 -0.602
H 1.085 1.557 -0.587 -0.215 -0.114 0.063

No. 5
10
Properties=species:S:1:pos:R:3:forces:R:3 method="wB97M-V/def2-TZVPD" homo_lumo_gap_ev=10.756 smiles="N#COC(N)=[NH2+]" charge=+1
N 1.393 3.575 -1.167 0.483 0.157 -0.293
C 0.991 2.776 -0.449 -0.315 -0.335 -0.617
O 0.375 2.001 0.380 -1.237 -4.853 0.215
C 0.118 0.457 0.117 -0.464 1.818 0.968
N 0.623 -0.226 -0.914 0.786 3.003 0.256
N -0.715 0.008 1.059 -0.447 0.007 0.690
H 0.834 -1.202 -0.956 -0.515 -0.839 0.562
H 1.221 0.283 -1.596 -0.651 -0.072 0.722
H -1.044 -1.030 1.143 0.978 2.596 -0.538
H -1.145 0.681 1.807 1.381 -1.482 -1.966

No. 6
10
Properties=species:S:1:pos:R:3:forces:R:3 method="wB97M-V/def2-TZVPD" homo_lumo_gap_ev=9.405 smiles=Nc1cnn[nH]1 charge=0
N -1.593 0.143 -0.218 -0.042 -0.021 0.087
C -0.213 0.070 -0.068 0.310 -0.028 0.065
C 0.753 1.014 0.195 -0.146 0.045 -0.002
N 1.968 0.397 0.201 -0.076 -0.152 -0.069
N 1.823 -0.856 -0.050 -0.014 0.198 -0.015
N 0.496 -1.072 -0.213 -0.127 0.013 -0.083
H -2.076 -0.712 0.022 0.052 0.095 -0.017
H -1.990 0.918 0.298 0.029 -0.067 -0.128
H 0.649 2.077 0.353 0.008 -0.175 0.044
H 0.183 -1.980 -0.521 0.006 0.092 0.117

No. 7
10
Properties=species:S:1:pos:R:3:forces:R:3 method="wB97M-V/def2-TZVPD" homo_lumo_gap_ev=9.995 smiles=Nc1nc[nH]n1 charge=0
N 1.950 -0.037 -0.411 -0.024 -0.034 0.067
C 0.589 -0.030 -0.118 0.010 -0.046 0.053
N -0.246 0.908 -0.651 -0.058 -0.106 0.123
C -1.423 0.533 -0.202 -0.069 -0.022 0.046
N -1.304 -0.569 0.552 -0.151 0.075 -0.025
N -0.003 -0.941 0.637 0.079 0.153 -0.231
H 2.441 0.771 -0.048 -0.070 -0.041 -0.173
H 2.402 -0.895 -0.133 -0.049 0.038 0.174
H -2.373 1.008 -0.417 0.172 -0.054 0.085
H -2.018 -1.076 1.052 0.161 0.036 -0.119

No. 8
10
Properties=species:S:1:pos:R:3:forces:R:3 method="wB97M-V/def2-TZVPD" homo_lumo_gap_ev=11.425 smiles=Cn1cnnn1 charge=0
C -1.377 -0.129 0.154 -0.115 0.002 0.021
N 0.056 -0.153 -0.057 0.126 0.073 0.013
C 0.977 0.817 0.050 -0.029 -0.058 -0.017
N 2.159 0.308 -0.202 -0.176 0.053 0.036
N 1.942 -1.000 -0.463 -0.113 -0.035 0.006
N 0.693 -1.288 -0.378 0.129 0.123 0.006
H -1.608 -0.113 1.222 0.026 -0.010 -0.146
H -1.787 -1.035 -0.295 0.042 0.133 0.063
H -1.808 0.749 -0.331 0.056 -0.124 0.061
H 0.753 1.844 0.301 0.054 -0.156 -0.043

No. 9
10
Properties=species:S:1:pos:R:3:forces:R:3 method="wB97M-V/def2-TZVPD" homo_lumo_gap_ev=11.411 smiles=Cn1ncnn1 charge=0
C -1.212 0.961 0.419 0.625 1.749 2.304
N -0.029 0.260 0.120 -2.478 -4.673 -4.845
N -0.063 -0.917 -0.948 0.531 3.143 3.265
C 1.161 -1.282 -0.690 0.007 -1.983 -2.865
N 1.871 -0.599 0.219 0.788 -0.685 0.144
N 1.048 0.280 0.681 2.537 1.444 2.296
H -1.017 1.992 0.076 -0.777 -0.249 0.205
H -2.014 0.474 -0.075 -0.701 -0.170 -0.338
H -1.311 0.949 1.558 -0.256 0.143 -1.606
H 1.565 -2.116 -1.361 -0.277 1.281 1.441

No. 10
10
Properties=species:S:1:pos:R:3:forces:R:3 method="wB97M-V/def2-TZVPD" homo_lumo_gap_ev=9.363 charge=0
N 2.049 -0.289 -0.106 -0.019 0.148 -0.014
C 0.792 -0.287 0.308 -0.338 -0.411 -0.077
N -0.183 -1.044 0.247 0.461 0.412 0.036
N -1.404 -0.859 -0.087 -0.024 -0.082 0.072
C -1.429 1.280 0.011 0.765 0.320 0.028
N -0.315 1.649 0.066 -0.838 -0.397 -0.045
H 2.668 0.418 0.257 -0.107 -0.079 -0.010
H 2.287 -0.662 -1.015 -0.061 0.004 0.067
H -1.972 -1.563 0.390 0.050 0.072 -0.062
H -2.493 1.357 -0.071 0.111 0.013 0.006

No. 11
10
Properties=species:S:1:pos:R:3:forces:R:3 method="wB97M-V/def2-TZVPD" homo_lumo_gap_ev=9.421 smiles=Nc1cnn[nH]1 charge=0
N 0.829 1.180 0.688 -0.028 0.060 -0.047
C 0.125 0.163 0.052 -0.197 -0.197 -0.182
C 0.485 -0.806 -0.857 0.100 0.096 0.041
N -0.617 -1.550 -1.154 -0.090 0.045 0.161
N -1.626 -1.126 -0.479 0.187 -0.092 -0.027
N -1.191 -0.077 0.259 0.072 0.046 0.110
H 0.243 1.955 0.972 0.069 -0.081 -0.018
H 1.592 1.526 0.122 -0.041 -0.097 0.121
H 1.452 -1.033 -1.282 -0.153 0.143 0.002
H -1.807 0.306 0.960 0.080 0.077 -0.160

No. 12
10
Properties=species:S:1:pos:R:3:forces:R:3 method="wB97M-V/def2-TZVPD" homo_lumo_gap_ev=9.052 charge=0
C 0.081 1.436 -0.970 0.007 0.287 0.158
N 0.016 0.337 0.009 -0.008 -0.249 -0.092
N -0.015 0.080 1.285 -0.005 -0.084 -0.120
C -0.078 -1.262 1.311 -0.002 -0.075 0.079
N -0.085 -1.823 0.092 0.003 0.155 0.085
N -0.025 -0.776 -0.678 0.011 0.190 -0.003
H -0.790 2.078 -0.809 0.100 -0.072 -0.033
H 0.016 -0.233 -1.687 -0.010 -0.178 0.097
H 0.997 2.001 -0.777 -0.103 -0.065 -0.038
H -0.118 -1.837 2.225 0.006 0.091 -0.132

No. 13
10
Properties=species:S:1:pos:R:3:forces:R:3 method="wB97M-V/def2-TZVPD" homo_lumo_gap_ev=9.383 smiles=Nc1cnn[nH]1 charge=0
N -1.591 0.162 -0.312 -0.042 -0.043 0.083
C -0.211 0.076 -0.171 0.311 -0.021 0.059
C 0.759 1.020 0.079 -0.149 0.044 -0.004
N 1.973 0.402 0.079 -0.078 -0.154 -0.060
N 1.824 -0.853 -0.164 -0.021 0.196 -0.005
N 0.495 -1.069 -0.313 -0.131 0.006 -0.075
H -2.078 -0.714 -0.180 0.058 0.093 0.004
H -1.993 0.875 0.282 0.028 -0.055 -0.132
H 0.656 2.084 0.232 0.014 -0.174 0.034
H 0.178 -1.985 -0.588 0.008 0.108 0.095

No. 14
10
Properties=species:S:1:pos:R:3:forces:R:3 method="wB97M-V/def2-TZVPD" homo_lumo_gap_ev=11.246 charge=+2
C -0.811 -1.191 -1.500 -1.295 -0.372 -0.025
C 0.350 1.783 1.161 -1.300 -0.076 -1.460
N 2.227 2.192 -1.525 0.595 0.666 0.267
N 1.575 1.995 -0.659 2.526 1.192 -2.938
N -0.491 -2.188 -1.914 0.188 0.139 -0.494
N 0.662 1.438 -0.028 -2.965 -3.064 2.031
H -1.473 -0.407 -1.174 0.450 0.483 0.279
H 0.744 2.681 1.446 1.209 2.101 1.979
H -0.514 1.336 1.622 0.152 -0.460 0.343
H -0.352 -2.983 -2.523 0.441 -0.610 0.018

No. 15
11
Properties=species:S:1:pos:R:3:forces:R:3 method="wB97M-V/def2-TZVPD" homo_lumo_gap_ev=9.459 smiles="[H]/N=c1/oncn1N" charge=0
H 0.436 -2.330 -0.439 0.445 0.158 -0.058
N -0.453 -1.877 -0.587 -0.458 2.777 0.681
C -0.397 -0.599 -0.345 4.405 -5.029 -1.157
O -1.416 0.172 -0.463 -1.837 0.508 -0.561
N -1.132 1.344 0.164 -3.620 2.271 0.116
C 0.040 1.373 0.513 4.910 -0.011 1.555
N 0.784 0.228 0.003 -2.781 0.380 0.526
N 1.918 -0.444 0.439 3.370 0.684 2.973
H 0.423 2.214 1.162 -0.167 -1.173 -1.166
H 2.972 0.170 0.330 -4.665 -2.155 0.420
H 1.819 -0.832 1.514 0.397 1.591 -3.331

No. 16
11
Properties=species:S:1:pos:R:3:forces:R:3 method="wB97M-V/def2-TZVPD" homo_lumo_gap_ev="9.008 / 9.006" charge=0
H -0.596 2.109 1.364 0.097 -0.360 0.009
N -0.187 1.173 1.444 -0.415 -0.607 -0.741
C -0.190 0.604 0.303 0.915 0.147 0.331
C -0.630 1.210 -0.962 -1.611 3.353 0.025
N -1.094 2.096 -1.585 1.071 -2.183 0.975
N 0.448 -0.627 0.031 1.456 3.924 -2.003
N 0.515 -1.560 0.948 -1.189 -1.543 -0.276
O 0.117 -0.554 -1.634 -0.505 -2.529 0.992
H -0.333 -1.721 1.496 -0.133 -0.260 -0.390
H 0.977 -2.407 0.630 0.254 0.355 0.354
H 0.973 -0.322 -2.035 0.060 -0.300 0.723

No. 17
11
Properties=species:S:1:pos:R:3:forces:R:3 method="wB97M-V/def2-TZVPD" homo_lumo_gap_ev=10.538 charge=0
H -1.951 0.278 -2.249 1.197 0.686 0.030
N -1.134 0.871 -1.954 -1.487 -0.257 0.448
C -0.708 0.403 -0.869 0.661 -2.891 0.762
N 0.264 0.854 -0.028 -0.514 -1.832 0.866
C 0.782 -0.031 0.938 1.783 -0.858 -0.945
N 1.896 0.013 1.645 -4.199 -1.037 -1.414
H 2.255 0.941 1.613 0.471 0.896 -0.061
N 0.004 -1.259 0.626 0.851 1.948 -0.576
O -0.979 -0.876 -0.370 -0.231 0.148 -0.363
H 0.477 1.752 -0.211 1.706 3.568 -0.044
H -0.604 -1.539 1.356 -0.239 -0.370 1.298

No. 18
12
Properties=species:S:1:pos:R:3:forces:R:3 method="wB97M-V/def2-TZVPD" homo_lumo_gap_ev=9.339 charge=0
C -1.465 0.534 -0.097 -0.593 -1.706 -0.602
C -0.409 -0.627 -0.218 0.326 -0.348 -0.711
N -0.802 1.611 0.500 0.552 1.593 0.689
N 0.250 1.612 0.956 0.610 -1.283 -0.279
N 0.716 -0.316 0.585 -1.480 1.797 1.620
N 1.951 -0.474 0.095 -0.239 -0.219 -0.538
O 2.081 -1.293 -0.799 0.377 -0.417 -0.615
O 2.840 0.153 0.613 0.542 0.389 0.287
H -1.871 0.837 -1.063 0.045 0.021 0.133
H -2.299 0.262 0.556 0.084 0.095 -0.073
H -0.878 -1.546 0.139 -0.067 0.088 -0.095
H -0.114 -0.753 -1.268 -0.157 -0.010 0.184

No. 19
12
Properties=species:S:1:pos:R:3:forces:R:3 method="wB97M-V/def2-TZVPD" homo_lumo_gap_ev=9.815 smiles="[H]/N=c1/[nH]n(N)c(=O)o1" charge=0
H -0.279 -3.347 -0.071 0.311 2.479 -1.189
N -0.272 -2.457 -0.695 -1.198 -4.960 1.027
C 0.070 -1.372 -0.239 1.257 -3.809 2.289
N -0.042 -0.330 -0.987 -1.986 7.411 -2.241
N 0.570 0.840 -0.248 0.194 -3.675 0.203
N -0.255 1.899 -0.480 -0.138 5.306 2.087
C 0.772 0.209 1.085 -2.191 1.348 -1.174
O 0.683 0.846 2.068 0.939 0.473 1.414
O 0.756 -1.155 1.003 -0.425 1.451 -1.614
H -1.062 0.023 -1.299 3.057 -1.516 0.783
H 0.259 2.909 -0.170 -1.635 -3.923 -1.237
H -1.200 1.934 0.035 1.817 -0.585 -0.349

No. 20
12
Properties=species:S:1:pos:R:3:forces:R:3 method="wB97M-V/def2-TZVPD" homo_lumo_gap_ev=8.048 charge=0
C 0.785 0.704 -0.111 -0.540 1.258 1.250
C -0.792 -0.982 0.118 0.353 -0.728 3.321
H 1.289 1.694 1.583 0.359 0.727 -0.046
H 3.168 1.119 0.403 -5.217 -0.249 1.972
H -2.975 -0.859 -0.264 2.755 -0.447 0.246
H -1.994 0.031 -1.578 0.629 -4.398 3.633
N 1.650 1.006 0.944 3.790 -0.799 -3.855
N 1.294 -0.534 -0.889 -1.480 0.254 1.244
N 0.486 -1.466 -0.715 -1.067 2.287 0.105
N -1.978 -1.027 -0.648 -1.315 4.061 -2.853
O -0.375 1.161 -0.196 3.559 -0.538 -0.658
O -0.558 -0.847 1.353 -1.827 -1.426 -4.360

ΔE to the lowest compared entry with this formula, charge and spin values, unit eV, following the record order: 3.458 3.875 1.919 2.512 1.728 1.078 0.107 1.498 2.571 3.941 1.094 4.795 1.085 0.706 4.723 5.639 2.671 5.289 2.701 6.316.